(1)
Density functional theory data (ωB97M-V/def2-TZVPD) for a 2-piece molecular cluster, C8H11N5 overall in a non-equilibrium geometry.

Each line ends with the Löwdin charge.
Atoms and positions in Å:
1 N -2.27877 -0.39988 -0.08981  -0.200
2 N 1.25429 1.77147 0.01302  0.101
3 N 0.50150 -1.73327 0.07454  0.109
4 N -1.11828 1.70381 -0.01105  0.121
5 N 2.36129 -0.44204 -0.03056  -0.080
6 C -1.19294 0.25423 -0.04482  -0.214
7 C 3.68975 0.07505 0.03011  0.010
8 C -2.43294 -1.89282 -0.02693  0.012
9 C 1.30540 0.38365 0.01762  -0.254
10 C 1.85960 -1.69878 0.02991  -0.088
11 C 0.10920 -0.38242 -0.00135  -0.134
12 C -3.46148 0.42389 0.05798  -0.072
13 C -0.04943 2.15447 -0.02971  -0.421
14 H 0.02832 3.60075 0.12679  0.164
15 H 3.53248 1.01032 0.17987  0.009
16 H -3.48977 1.53819 -0.60395  0.166
17 H -2.23508 -2.03488 1.08221  0.130
18 H -4.23083 -0.29186 -0.02312  0.040
19 H 2.64198 -2.17153 -0.02354  0.041
20 H -3.44048 -2.17795 -0.39300  0.089
21 H 4.44182 -0.71615 0.56380  0.163
22 H -3.48750 0.91041 1.12418  0.109
23 H -1.78025 -1.89723 -0.92788  0.108
24 H 4.01605 0.02565 -0.99526  0.090

Properties
DFT total energy   -15918.31320 eV
Orbital gap   8.326 eV
Molar mass   177.21 g/mol
Relative energy (zero: lowest compared OMol25 entry of this formula, charge and spin)   153.07 kcal/mol


(2)
Density functional theory data (ωB97M-V/def2-TZVPD) for one molecule with the formula C8H11NO in a non-equilibrium geometry.

Each line ends with the Löwdin charge.
Atoms and positions in Å:
1 O 1.49207 -1.98323 0.45200  0.052
2 N -0.44919 -1.01397 0.02618  0.120
3 C 2.98641 0.31680 -0.50456  -0.078
4 C -2.87931 -1.02633 -0.28031  -0.048
5 C 1.66852 0.42245 0.27547  -0.337
6 C 0.60642 1.31833 -0.22794  -0.094
7 C 0.96796 -0.89296 0.21979  -0.401
8 C -1.65616 -0.24484 0.04513  -0.290
9 C -0.28485 1.52361 0.69506  -0.124
10 C -1.65380 1.08823 0.38609  -0.036
11 H 2.78804 -0.13232 -1.60411  0.125
12 H 1.84513 0.68784 1.34104  0.166
13 H 3.64339 -0.50576 -0.02734  0.089
14 H 0.48098 1.41367 -1.31895  0.143
15 H -3.36141 -1.74370 0.35819  0.073
16 H -3.70860 -0.21885 -0.46508  0.116
17 H 3.62308 1.33719 -0.46316  0.118
18 H -2.58548 1.58647 0.39386  0.084
19 H -2.84604 -1.44194 -1.24456  0.057
20 H -0.53604 -2.04650 0.20239  0.161
21 H -0.14111 1.55582 1.74080  0.106

Properties
DFT total energy   -12008.82542 eV
Orbital gap   9.188 eV
Molar mass   137.18 g/mol
SMILES   CC1=CC=C[C@H](C)C(=O)N1
Relative energy (zero: lowest compared OMol25 entry of this formula, charge and spin)   82.44 kcal/mol


(3)
Density functional theory data (ωB97M-V/def2-TZVPD) for C8H11NO2V as an isolated structure in a non-equilibrium geometry.

Each line ends with the Löwdin charge.
Atoms and positions in Å:
1 V 0.33122 1.51506 0.88214  0.588
2 O 1.19991 1.20381 2.67044  -0.222
3 O 0.41864 -0.51853 3.97669  -0.037
4 N -0.23255 -2.06799 0.26288  -0.099
5 C 1.10125 2.18259 -1.12744  -0.245
6 C -1.19144 2.47733 -0.65790  -0.232
7 C 0.39544 0.95335 -1.42436  -0.233
8 C 0.09957 3.14273 -0.67956  -0.248
9 C -1.00729 1.14753 -1.15604  -0.226
10 C -0.73939 -3.26573 -0.12612  -0.212
11 C 0.75104 -2.79888 -0.47102  -0.135
12 C 0.41437 0.19441 2.97252  -0.580
13 H 1.52979 -3.14243 0.18214  0.076
14 H -2.16430 2.93257 -0.45444  0.077
15 H 0.27026 4.19043 -0.43985  0.073
16 H -0.68014 -1.17719 -0.01628  0.076
17 H -1.42703 -3.31055 -1.00333  0.098
18 H 2.17713 2.35613 -1.26113  0.080
19 H -1.81893 0.49012 -1.47657  0.089
20 H 0.94174 -2.60081 -1.52110  0.077
21 H 0.79966 0.11732 -1.98865  0.076
22 H -0.34831 -0.02635 2.16099  0.071
23 H -0.82063 -3.99491 0.69599  0.088

Properties
Multiplicity   3
DFT total energy   -39744.46725 eV
Orbital gap (alpha / beta)   5.790 / 4.436 eV
Molar mass   204.13 g/mol
<S²>   2.0611
Total charge   -1


(4)
Density functional theory data (ωB97M-V/def2-TZVPD) for one molecule with the formula C8H11NO3 in a non-equilibrium geometry.

Each line ends with the Löwdin charge.
Atoms and positions in Å:
1 O 1.00371 -1.39916 -0.46559  -0.062
2 O 0.20902 -0.90150 3.70263  -0.015
3 O 1.27457 1.32916 -1.65015  0.073
4 N 1.19345 -2.39172 2.29836  0.139
5 C 0.69143 -0.19588 0.06504  -0.187
6 C 0.47750 1.09705 -0.69778  -0.256
7 C -2.10252 0.85154 -0.33687  -0.048
8 C 1.25832 -1.48046 -1.88455  -0.026
9 C -0.88770 1.71422 -0.65018  -0.223
10 C 0.53727 -0.12482 1.46766  0.062
11 C -1.16080 3.06238 -0.90394  0.107
12 C 0.63944 -1.13150 2.52964  -0.484
13 H -0.48438 3.79525 -1.24270  0.043
14 H 0.57283 -0.86022 -2.38340  0.072
15 H -2.19798 3.47467 -1.02642  0.084
16 H 1.14678 -2.49695 -2.21333  0.092
17 H 0.25885 0.80072 1.91042  0.112
18 H 2.22976 -1.21377 -2.22641  0.089
19 H 1.22732 -2.69468 1.28955  0.110
20 H 1.31949 -3.02523 3.07639  0.103
21 H -3.06441 1.32918 -0.24228  0.084
22 H -2.02862 0.37618 0.61749  0.069
23 H -2.11334 0.08554 -1.03357  0.061

Properties
DFT total energy   -16104.26045 eV
Orbital gap   8.410 eV
Molar mass   169.18 g/mol
SMILES   C=C(C)C(=O)/C(=C/C(N)=O)OC
Relative energy (zero: lowest compared OMol25 entry of this formula, charge and spin)   66.63 kcal/mol


(5)
Density functional theory data (ωB97M-V/def2-TZVPD) for one molecule with the formula C8H11NO6S in a non-equilibrium geometry.

Each line ends with the Löwdin charge.
Atoms and positions in Å:
1 S -2.78282 0.59958 1.98900  0.653
2 O 1.89184 2.83558 -2.33867  0.050
3 O 3.13471 0.45353 -3.13359  0.027
4 O -4.19344 0.45437 1.20676  -0.158
5 O -2.70638 -0.43962 3.02599  -0.293
6 O -0.36340 -2.75598 0.14672  -0.071
7 O -2.73797 1.96770 2.50023  -0.301
8 N 0.73021 0.23401 0.09425  -0.034
9 C -0.20203 0.31473 1.23277  -0.164
10 C 1.75972 1.59567 -1.69884  -0.198
11 C 0.94529 1.48202 -0.58588  0.050
12 C 1.29476 -0.95779 -0.41987  -0.141
13 C 2.13663 -0.88247 -1.49327  0.053
14 C 1.01972 -2.34558 0.18730  -0.152
15 C -1.59059 0.39524 0.68103  -0.208
16 C 2.42843 0.38083 -2.12459  -0.389
17 H -1.84436 -0.55295 0.23033  0.104
18 H 2.62242 -1.70957 -1.93026  0.111
19 H -1.71656 1.20644 -0.01475  0.112
20 H 1.58857 -3.10625 -0.33927  0.121
21 H 1.31777 -2.31592 1.20774  0.113
22 H 2.42584 2.69493 -3.14367  0.111
23 H -0.10116 -0.58116 1.83194  0.125
24 H 0.45249 2.37712 -0.18821  0.145
25 H -0.75584 -2.94872 -0.73123  0.112
26 H 0.03518 1.17856 1.83538  0.133
27 H -4.78904 0.42571 1.97266  0.091

Properties
DFT total energy   -33083.23365 eV
Orbital gap   8.778 eV
Molar mass   249.24 g/mol
SMILES   O=c1cc(CO)n(CCS(=O)(=O)O)cc1O
Relative energy (zero: lowest compared OMol25 entry of this formula, charge and spin)   3.63 kcal/mol